{
  "formula": "C15H8Cl3NO6STi",
  "method": "the ωB97M-V functional and the def2-TZVPD basis",
  "elements": ["Ti", "Cl", "Cl", "Cl", "S", "O", "O", "O", "O", "O", "O", "N", "C", "C", "C", "C", "C", "C", "C", "C", "C", "C", "C", "C", "C", "C", "C", "H", "H", "H", "H", "H", "H", "H", "H"],
  "positions_angstrom": [[0.2821, -0.5900, -0.0295], [2.5028, -1.1947, 1.2969], [0.4641, -6.2503, 0.7198], [-1.7864, -2.0369, -4.5844], [0.0898, -3.1484, 0.1408], [-2.9326, -0.0119, -2.6918], [-1.3965, -0.2356, -1.0909], [1.5083, -0.1893, -1.4958], [-0.5167, -0.1944, 1.7440], [2.9267, 1.2845, -2.4841], [-0.8903, 1.3058, 3.3796], [0.7940, 1.3614, 0.3343], [0.4093, 1.9496, 1.4537], [-0.4298, 0.9806, 2.3016], [2.5051, -2.9294, 1.5439], [1.6884, 3.8722, 0.8737], [3.5862, -3.4176, 2.2555], [-1.1072, -1.5651, -2.9836], [2.7132, -5.6188, 2.0057], [0.8002, 3.2227, 1.8061], [1.6456, -5.0955, 1.2993], [3.6998, -4.7790, 2.4963], [2.1291, 3.2374, -0.2562], [-1.9236, -0.5151, -2.2326], [1.6896, 1.9168, -0.5495], [1.4643, -3.7253, 1.0270], [2.1072, 1.0215, -1.6029], [-0.0999, -1.1900, -3.1541], [2.7589, -6.6876, 2.1648], [-1.0293, -2.4770, -2.3959], [0.4782, 3.6744, 2.7307], [2.0301, 4.8789, 1.0922], [4.3335, -2.7244, 2.6163], [4.5405, -5.1724, 3.0516], [2.8217, 3.7114, -0.9410]],
  "forces_ev_per_angstrom": [[-0.25, -0.83, -0.71], [0.01, -0.18, 0.12], [0.07, 0.08, 0.04], [0.02, 0.05, 0.11], [0.04, 0.14, 0.02], [-0.02, -0.13, -0.06], [-0.03, -0.10, 0.05], [-0.02, 0.34, 0.24], [-0.09, 0.20, 0.35], [-0.02, 0.08, -0.06], [-0.12, -0.01, 0.10], [0.16, 0.03, -0.10], [-0.27, -0.10, 0.39], [0.34, 0.25, -0.29], [0.07, 0.19, 0.02], [-0.05, 0.06, 0.12], [-0.02, -0.14, 0.01], [0.06, -0.14, -0.25], [0.04, 0.01, 0.03], [0.21, -0.13, -0.41], [-0.14, -0.23, -0.05], [-0.07, 0.12, -0.06], [0.00, -0.14, -0.14], [0.02, 0.17, 0.11], [0.07, 0.57, 0.33], [0.12, 0.05, -0.02], [-0.08, -0.32, 0.06], [-0.02, 0.05, 0.02], [0.00, 0.00, 0.00], [-0.04, 0.03, 0.02], [-0.02, -0.02, 0.03], [0.03, 0.00, -0.05], [0.00, 0.02, -0.01], [0.00, -0.01, 0.01], [0.00, 0.03, 0.02]],
  "total_energy_ha": -3711.1293,
  "e_above_lowest_ev": 0.0823,
  "total_charge": -2,
  "spin_multiplicity": 3,
  "orbital_gap_ev": [3.9, 7.2]
}